Record 1
Here is a structure of composition C19H27F3N5O4SZn from the OMol25 dataset. Energies are from ωB97M-V with the def2-TZVPD basis set.

Atoms and positions in Å:
C: 3.32748 2.11721 -2.94050
F: -2.15453 -3.85301 -5.09658
O: -1.39767 0.55104 0.91853
C: -2.16743 -1.26965 -2.81871
H: 3.58189 -2.09749 3.30905
N: 3.10390 1.38007 -1.63312
H: -4.30329 0.78934 3.67772
C: 5.57737 1.33417 -1.30579
C: -3.64624 1.61798 3.56337
H: 1.06440 -2.60234 5.35569
C: -3.36170 0.53005 -4.55455
C: 4.72588 1.87218 -3.42313
H: -3.82927 1.25852 -5.17277
N: -2.78381 1.57299 2.39487
H: 3.21489 3.19591 -2.75910
H: 2.58288 1.75279 -3.64735
C: 4.27252 1.51891 -0.60133
H: 0.75468 -0.91795 5.36642
C: 2.89651 -1.33304 2.91639
N: -2.26912 0.04915 -2.43292
H: 3.94175 0.71989 0.10783
N: 1.09007 0.20089 -0.83291
H: -1.36521 3.09979 2.70020
Zn: -0.43321 -0.88166 -0.24498
C: -2.22459 0.46938 1.82378
H: -3.64091 -1.10247 1.54712
C: -2.84995 0.85605 -3.32094
C: -2.21671 2.87940 2.09063
H: -1.13709 -1.54272 4.03403
C: 2.05907 0.62109 -1.34565
C: 0.53048 -1.79418 2.55970
H: 2.39429 -1.43684 5.31152
H: 4.82681 0.81137 -3.60392
H: -3.50963 -1.07584 -6.00626
C: -3.22113 -0.78090 -4.95408
C: -0.84322 -2.13156 3.08577
N: 1.53347 -1.59307 3.44796
H: -2.90727 1.89973 -2.93928
C: -2.87787 -1.75600 -4.06883
C: -2.80064 -0.89480 2.21697
O: 0.74373 -1.64221 1.31798
C: 1.38416 -1.65239 4.94612
H: -3.03367 3.58516 2.24559
H: -3.24086 -0.79582 3.22318
H: -3.01423 1.69024 4.44472
S: -1.42868 -2.37189 -1.70353
H: -4.15637 2.61529 3.58957
O: -1.88342 -2.02471 2.12234
H: 3.18902 -0.29387 3.11972
H: 2.87719 -1.45677 1.85007
C: -3.17424 -3.14721 -4.52484
H: 5.44434 0.23817 -1.53684
F: -4.26009 -3.18024 -5.39370
F: -3.49653 -3.93354 -3.37684
H: 4.14697 2.48770 -0.10994
H: -0.86933 -3.16176 3.44800
O: 5.70687 2.19225 -2.46209
H: 6.43693 1.53997 -0.65675
H: 4.94253 2.46041 -4.32039
H: -1.85214 2.81684 1.05279

Results
- E_HOMO: -0.365 Ha
- Orbital gap: 0.27837 Ha
- Charge: +1

Record 2
Here is a cluster of 2 separate species, C2HF3O2 in total from the OMol25 dataset. Energies are from ωB97M-V with the def2-TZVPD basis set.

Atoms and positions in Å:
F: 0.49130 1.43826 0.55865
F: -2.13029 0.26165 0.66663
C: 0.58095 0.29397 -0.20547
C: -1.55906 -0.55459 -0.11829
O: 1.54935 -0.53485 0.31928
O: -1.87476 -1.63865 -0.41500
H: 2.31460 0.09424 0.70408
F: 0.62791 0.63998 -1.50988

Results
- E_HOMO: -0.365 Ha
- Orbital gap: 0.34755 Ha
- Energy above the lowest of the compared OMol25 structures with the same formula, charge and spin: 3.499 eV

Record 3
Here is the ion C5H12NO with charge +1 from the OMol25 dataset. Energies are from ωB97M-V with the def2-TZVPD basis set.

Atoms and positions in Å:
H: -0.00261 -0.61606 -2.68107
H: -1.35845 -0.20519 1.52817
H: 2.41322 -0.40519 1.07382
H: 1.29496 1.35057 -0.62046
H: -1.72681 1.17889 -0.84841
C: 1.47431 -0.37115 1.65604
O: -1.69631 -1.00135 -1.83423
H: -0.64281 2.04689 -1.88490
H: -1.51538 -1.04049 0.09331
H: 1.53947 0.54931 2.24305
H: 0.83407 -1.09608 -0.34000
C: 0.34114 0.97344 -0.26696
H: -0.66022 -1.67505 1.38626
N: -0.84229 -0.81405 0.87044
C: -0.85541 -0.18405 -2.15098
C: 0.49146 -0.36102 0.40356
C: -0.73439 1.11274 -1.34317
H: 1.55667 -1.22454 2.29215
H: 0.08938 1.78241 0.42338

Results
- E_HOMO: -0.525 Ha
- Orbital gap: 0.40136 Ha
- Charge: +1
- Energy above the lowest of the compared OMol25 structures with the same formula, charge and spin: 0.755 eV
- SMILES: C[C@@H]([NH3+])CCC=O

Record 4
Here is the ion C3H6N with charge +1 from the OMol25 dataset. Energies are from ωB97M-V with the def2-TZVPD basis set.

Atoms and positions in Å:
H: 1.23666 0.19303 -0.37593
H: -1.67585 0.32558 0.19272
C: 0.38657 -0.36137 -0.48520
H: -0.37148 -2.13415 -1.39906
H: 0.77153 1.53055 1.60889
C: -0.27112 1.19215 1.32025
H: -0.89279 1.85786 1.92281
N: 0.32536 -1.42919 -1.27156
C: -0.67043 0.37262 0.35462
H: 1.16153 -1.54708 -1.86755

Results
- E_HOMO: -0.582 Ha
- Orbital gap: 0.36619 Ha
- Charge: +1
- Energy above the lowest of the compared OMol25 structures with the same formula, charge and spin: 0.397 eV
- SMILES: C=CC=[NH2+]

Record 5
Here is a cluster of 2 separate species, C7H10O2 in total from the OMol25 dataset. Energies are from ωB97M-V with the def2-TZVPD basis set.

Atoms and positions in Å:
C: -0.53784 0.12908 -0.26269
H: 0.30429 -0.07283 -2.23146
H: 0.82582 2.74684 1.50881
H: 0.86740 1.44360 -0.92135
C: 0.28694 1.83017 1.23508
H: -1.85304 -1.37092 0.61191
H: 2.82997 -1.60151 -3.47779
O: -0.51377 1.76933 3.53790
O: 2.89307 -2.44549 -2.97582
H: -0.40123 -1.57531 -1.55757
C: -0.54309 -0.48618 -1.65901
H: 2.78428 -3.14767 -3.65653
C: -0.52629 1.28031 2.25335
C: -1.25081 0.12827 2.01628
H: -1.87449 -0.22608 2.84758
H: -0.82269 1.12006 4.21552
C: 0.28481 1.22677 -0.01626
C: -1.28117 -0.44484 0.75668
H: -1.47223 -0.30359 -2.22467

Results
- E_HOMO: -0.306 Ha
- Orbital gap: 0.33413 Ha
- Energy above the lowest of the compared OMol25 structures with the same formula, charge and spin: 0.105 eV
- SMILES: Cc1ccc(O)cc1.O

Record 6
Here is a cluster of 2 separate species, CHClF2O2 in total from the OMol25 dataset. Energies are from ωB97M-V with the def2-TZVPD basis set.

Atoms and positions in Å:
Cl: -1.09323 -1.22702 -0.28206
F: -0.70851 0.25528 1.78243
C: -0.97336 0.23781 0.49878
H: 2.06762 -0.80356 -0.44492
O: 1.07396 0.77341 -0.64041
O: 1.39238 -0.45800 -1.05826
F: -1.75887 1.22208 0.14444

Results
- E_HOMO (alpha / beta): -0.381 / -0.319 Ha
- Orbital gap (alpha / beta): 0.38558 / 0.29941 Ha
- Energy above the lowest of the compared OMol25 structures with the same formula, charge and spin: 3.142 eV

Record 7
Here is the molecule C6H8S3 from the OMol25 dataset. Energies are from ωB97M-V with the def2-TZVPD basis set.

Atoms and positions in Å:
S: -3.05136 -0.98627 -0.03513
H: -2.16375 1.64197 0.74831
S: 2.69933 -0.78242 -0.75244
S: 1.05409 -0.85003 1.75368
C: -1.38307 -0.17344 -0.03759
H: -0.14449 -1.90913 -0.49196
H: -2.80851 -1.96245 0.98765
C: 1.06413 1.28416 0.03321
C: -0.08621 1.88163 0.32859
H: 1.02391 -2.13981 1.31352
C: -0.12813 -0.77031 -0.71926
H: 2.33957 -0.34434 -2.07275
C: -1.29196 1.16119 0.36490
C: 1.16321 -0.24760 -0.00951
H: -0.18189 -0.54695 -1.85249
H: 2.04925 1.74339 0.08170
H: -0.15412 3.00042 0.35956

Results
- E_HOMO: -0.317 Ha
- Orbital gap: 0.31961 Ha
- Energy above the lowest of the compared OMol25 structures with the same formula, charge and spin: 1.562 eV
- SMILES: SC1=CC=CC(S)(S)C1

Record 8
Here is a structure of composition C4H4N2 from the OMol25 dataset. Energies are from ωB97M-V with the def2-TZVPD basis set.

Atoms and positions in Å:
H: 2.05899 1.06499 0.43996
N: -0.20704 -1.24160 -0.72685
C: -1.06743 0.77755 0.09051
C: 1.11528 0.68303 0.07318
C: 0.97482 -0.59219 -0.37225
N: 0.00921 1.49761 0.03262
C: -1.01477 -0.68460 0.10836
H: -1.55209 -1.34300 0.78771
H: 1.72496 -1.35574 -0.27009
H: -2.04192 1.19395 -0.16314

Results
- E_HOMO: -0.329 Ha
- Orbital gap: 0.32220 Ha
- Energy above the lowest of the compared OMol25 structures with the same formula, charge and spin: 2.914 eV

Record 9
Here is the molecule C3H5NS from the OMol25 dataset. Energies are from ωB97M-V with the def2-TZVPD basis set.

Atoms and positions in Å:
H: 1.12811 0.64134 -1.30968
C: 0.34618 -0.09784 -1.20116
S: 0.00587 -1.04668 -2.57033
H: -0.47127 -1.06667 1.82088
C: -0.61074 -0.05331 -0.24250
N: -0.55661 0.93268 0.71879
H: 0.14563 1.59364 0.62626
H: -1.36954 -0.77438 -0.25959
H: 1.32386 0.03328 1.32028
C: 0.05852 -0.16207 1.09705

Results
- E_HOMO: -0.311 Ha
- Orbital gap: 0.30505 Ha
- Energy above the lowest of the compared OMol25 structures with the same formula, charge and spin: 3.851 eV
- SMILES: S=C[C@H]1CN1

Computed maximum force, in the same sequence as the records: 3.201, 5.139, 3.245, 4.947, 1.452, 2.294, 4.209, 2.448, 9.155 eV/Å.